[1]
The following is a quantum chemistry calculation of C58H39F4MoN8O3 as an isolated structure, from the Open Molecules 2025 dataset.

Summary:
HOMO level (spin up / spin down) = -3.854 / -3.917 eV
Kohn-Sham gap (spin up / spin down) = 3.889 / 3.923 eV

ORCA input file:
```
! wB97M-V def2-TZVPD RIJCOSX def2/J DEFGRID3
* xyz -1 3
Mo -0.302 -0.275 0.002
O -1.236 -1.821 -0.081
C -1.966 -2.806 0.536
C -2.626 -2.144 1.772
C -1.573 -1.785 2.772
C -1.602 -2.366 4.035
C -0.588 -2.088 4.932
C 0.415 -1.224 4.536
C 0.369 -0.656 3.266
C 1.470 0.229 2.786
C 2.260 -0.566 1.695
O 1.397 -0.840 0.651
C 2.763 -1.859 2.336
C 2.626 -3.058 1.654
C 3.059 -4.247 2.213
C 3.636 -4.256 3.471
C 3.776 -3.065 4.164
C 3.347 -1.877 3.601
C 3.440 0.262 1.161
C 3.264 0.971 -0.020
C 4.262 1.781 -0.527
C 5.479 1.867 0.123
C 5.683 1.121 1.269
C 4.675 0.328 1.791
N -0.608 -0.941 2.405
C -3.003 -3.417 -0.415
C -2.769 -3.330 -1.781
C -3.606 -3.944 -2.692
C -4.696 -4.667 -2.242
C -4.934 -4.768 -0.883
C -4.096 -4.148 0.028
C -1.062 -4.007 0.829
C -0.044 -4.256 -0.085
C 0.728 -5.398 0.002
C 0.502 -6.306 1.021
C -0.496 -6.058 1.946
C -1.285 -4.923 1.846
H -3.381 -2.780 2.232
H -3.110 -1.229 1.407
H -2.419 -3.015 4.311
H -0.576 -2.539 5.914
H 1.229 -0.986 5.199
H 2.125 0.535 3.596
H 1.070 1.125 2.317
H 2.163 -3.040 0.678
H 2.948 -5.172 1.667
H 3.975 -5.183 3.912
H 4.222 -3.059 5.150
H 3.470 -0.963 4.162
H 2.321 0.882 -0.546
H 4.083 2.352 -1.426
H 6.260 2.505 -0.263
H 6.636 1.163 1.775
H 4.874 -0.241 2.685
H -1.907 -2.781 -2.130
H -3.392 -3.859 -3.748
H -5.347 -5.155 -2.951
H -5.777 -5.338 -0.524
H -4.301 -4.262 1.082
H 0.132 -3.542 -0.880
H 1.500 -5.574 -0.733
H 1.101 -7.205 1.089
H -0.674 -6.763 2.745
H -2.074 -4.769 2.565
O -1.819 0.382 -1.352
N -2.592 1.418 -1.818
C -3.226 2.083 -0.854
C -4.130 3.095 -1.196
N -4.922 3.880 -1.479
C -3.048 1.687 0.473
N -2.762 1.161 1.467
F 2.886 5.792 1.727
C 1.697 6.138 1.189
C 1.424 7.471 1.027
F 2.364 8.354 1.424
C 0.212 7.946 0.469
C -0.704 6.922 0.108
C -0.419 5.587 0.260
F -1.330 4.656 -0.116
C 0.797 5.131 0.796
C 1.102 3.736 0.976
C 0.450 2.653 0.505
N 0.118 1.536 0.230
C 2.190 3.342 1.783
N 3.033 2.967 2.470
F -1.897 7.269 -0.417
C -0.034 9.321 0.295
C 0.915 10.309 0.577
N 1.641 11.186 0.761
C -1.233 9.869 -0.164
N -2.182 10.418 -0.518
C 1.243 0.267 -3.571
C -0.199 0.732 -3.294
C -0.124 2.237 -3.016
C -0.729 -0.103 -2.108
C -1.122 0.383 -4.463
C -0.926 -0.804 -5.168
C -1.821 -1.226 -6.132
C -2.945 -0.473 -6.419
C -3.143 0.717 -5.743
C -2.244 1.140 -4.779
H 1.930 0.762 -2.887
H 1.523 0.528 -4.589
H 1.360 -0.806 -3.438
H 0.442 2.415 -2.100
H -1.102 2.696 -2.898
H 0.392 2.722 -3.845
H -1.058 -1.055 -2.566
H -0.069 -1.428 -4.960
H -1.639 -2.153 -6.659
H -3.651 -0.809 -7.165
H -4.010 1.323 -5.963
H -2.452 2.057 -4.257
*
```

These are the Mulliken partial charges, in e, on atoms 1 to 99:
1. Mo -0.36
2. O 0.59
3. C 1.97
4. C -1.58
5. C 0.53
6. C -0.77
7. C -1.09
8. C -0.76
9. C -0.61
10. C -0.70
11. C 2.51
12. O -0.68
13. C -0.25
14. C -0.28
15. C -0.80
16. C -0.81
17. C -1.19
18. C -0.11
19. C -0.48
20. C 0.52
21. C -0.36
22. C -0.79
23. C -0.93
24. C -0.25
25. N 0.93
26. C 0.37
27. C 0.24
28. C -1.20
29. C -0.61
30. C -0.98
31. C -0.35
32. C 0.21
33. C 0.04
34. C -0.74
35. C -0.57
36. C -0.93
37. C -0.14
38. H 0.66
39. H 0.06
40. H 0.50
41. H 0.46
42. H 0.54
43. H 0.83
44. H -0.14
45. H 0.50
46. H 0.44
47. H 0.41
48. H 0.43
49. H 0.60
50. H -0.42
51. H 0.45
52. H 0.39
53. H 0.42
54. H 0.44
55. H -0.18
56. H 0.52
57. H 0.41
58. H 0.42
59. H 0.32
60. H 0.16
61. H 0.39
62. H 0.40
63. H 0.44
64. H 0.32
65. O 0.69
66. N -0.77
67. C 0.96
68. C -0.23
69. N -0.49
70. C 0.05
71. N -0.55
72. F -0.35
73. C -0.32
74. C 0.32
75. F -0.35
76. C 0.44
77. C 0.11
78. C -0.11
79. F -0.08
80. C 0.25
81. C 1.48
82. C 0.11
83. N -0.57
84. C -0.03
85. N -0.66
86. F -0.36
87. C 0.31
88. C 0.15
89. N -0.75
90. C 0.13
91. N -0.72
92. C -2.10
93. C 3.90
94. C -1.86
95. C 0.20
96. C 0.00
97. C -0.40
98. C -0.82
99. C -0.53

---

[2]
The following is a quantum chemistry calculation of C58H42F2N4O2P2TeTl as an isolated structure, from the Open Molecules 2025 dataset.

Summary:
HOMO level = -3.259 eV
Kohn-Sham gap = 3.230 eV

ORCA input file:
```
! wB97M-V def2-TZVPD RIJCOSX def2/J DEFGRID3
* xyz -1 1
Tl -1.091 -0.346 -0.374
Te 2.605 0.889 2.946
C 4.482 0.432 3.954
C 4.839 1.224 5.046
C 6.167 1.164 5.560
N 7.038 0.209 5.140
C 6.678 -0.588 4.136
C 5.364 -0.643 3.555
C 1.766 -1.010 2.096
P 0.595 -1.824 3.044
C -0.139 -0.695 4.352
C 0.381 -0.747 5.639
C 0.017 0.264 6.505
C -1.044 1.141 6.204
C -1.687 1.086 4.984
C -1.051 0.324 3.962
C 1.526 -3.124 4.010
C 1.032 -4.372 4.027
C 1.554 -5.475 4.878
C 2.685 -5.229 5.549
C 3.295 -3.934 5.454
C 2.745 -2.932 4.675
P 1.627 -1.180 0.346
C 2.519 -2.597 -0.323
C 3.454 -3.251 0.499
C 4.184 -4.351 0.005
C 4.022 -4.762 -1.284
C 3.212 -4.030 -2.195
C 2.560 -2.907 -1.720
C 2.926 -0.077 -0.375
C 2.639 0.796 -1.360
C 3.629 1.744 -1.791
C 4.853 1.830 -1.111
C 5.089 0.968 -0.051
C 4.180 -0.078 0.281
H 4.164 2.061 5.271
H 6.468 1.902 6.342
H 7.520 -1.156 3.813
H 5.113 -1.491 2.907
H 1.019 -1.533 5.983
H 0.471 0.327 7.481
H -1.344 1.876 7.024
H -2.681 1.478 4.913
H -1.353 0.254 2.915
H 0.216 -4.685 3.308
H 1.077 -6.445 4.715
H 3.194 -5.955 6.168
H 4.201 -3.669 6.065
H 3.243 -1.999 4.699
H 3.643 -2.940 1.543
H 4.660 -5.058 0.683
H 4.341 -5.684 -1.666
H 3.022 -4.293 -3.224
H 1.920 -2.325 -2.360
H 1.595 0.752 -1.751
H 3.465 2.466 -2.614
H 5.708 2.373 -1.577
H 6.020 1.049 0.460
H 4.313 -0.726 1.106
O -8.541 -0.707 -5.534
N -8.323 -0.780 -4.297
O -9.130 -0.363 -3.454
C -6.997 -1.193 -3.905
C -6.075 -1.470 -4.885
C -4.724 -1.690 -4.499
C -3.729 -2.011 -5.558
C -2.399 -2.248 -5.196
C -2.107 -2.202 -3.810
N -2.983 -1.909 -2.820
C -4.258 -1.588 -3.147
C -5.287 -1.199 -2.213
N -4.846 -0.797 -0.996
C -5.724 -0.427 -0.094
C -7.118 -0.717 -0.232
C -7.632 -0.991 -1.461
C -6.656 -1.174 -2.523
H -6.280 -1.299 -5.950
H -4.109 -1.973 -6.538
H -1.549 -2.371 -5.836
H -1.121 -2.469 -3.423
H -5.400 0.070 0.805
H -7.786 -0.688 0.634
H -8.746 -1.016 -1.546
C -1.148 1.212 -1.891
C -1.111 2.383 -2.272
C -0.976 3.728 -2.639
C -0.022 4.548 -2.059
C 0.493 5.749 -2.559
C 1.524 6.476 -1.903
C 2.077 5.954 -0.743
C 1.554 4.780 -0.160
C 0.533 4.101 -0.826
C -1.812 4.207 -3.773
C -2.216 3.155 -4.698
C -3.065 3.432 -5.739
C -3.521 4.730 -5.987
C -3.312 5.704 -5.012
C -2.452 5.464 -3.924
H 0.134 6.080 -3.525
H 1.874 7.411 -2.282
H 2.916 6.514 -0.275
H 2.004 4.384 0.817
H 0.174 3.116 -0.445
H -1.949 2.117 -4.414
H -3.485 2.646 -6.382
H -3.939 5.024 -6.946
H -3.829 6.665 -5.087
H -2.245 6.264 -3.217
F -2.952 -1.721 1.882
C -2.138 -1.973 0.817
F -1.377 -3.104 1.154
H -2.857 -2.337 0.093
*
```

These are the Mulliken partial charges, in e, on atoms 1 to 99:
1. Tl 1.47
2. Te 0.37
3. C 0.37
4. C -0.47
5. C -0.31
6. N -0.63
7. C -0.88
8. C 0.06
9. C -0.34
10. P 0.30
11. C 0.35
12. C -0.25
13. C -0.80
14. C -0.30
15. C -0.86
16. C -0.13
17. C -0.35
18. C -0.09
19. C -0.73
20. C -0.48
21. C -0.62
22. C -0.07
23. P 0.04
24. C 0.84
25. C 0.36
26. C -0.99
27. C -0.53
28. C -0.58
29. C -0.88
30. C 0.53
31. C 0.04
32. C -0.55
33. C -0.73
34. C -0.79
35. C -0.22
36. H 0.34
37. H 0.33
38. H 0.44
39. H 0.42
40. H 0.44
41. H 0.41
42. H 0.26
43. H 0.40
44. H 0.22
45. H 0.20
46. H 0.37
47. H 0.36
48. H 0.34
49. H 0.71
50. H -0.05
51. H 0.32
52. H 0.42
53. H 0.40
54. H 0.41
55. H 0.09
56. H 0.35
57. H 0.31
58. H 0.50
59. H 0.36
60. O -0.62
61. N 0.99
62. O -0.61
63. C -0.38
64. C -0.51
65. C 1.21
66. C -0.86
67. C -0.90
68. C -0.17
69. N -0.16
70. C 0.29
71. C 0.01
72. N -0.13
73. C -0.31
74. C -0.52
75. C -0.68
76. C 0.42
77. H 0.42
78. H 0.45
79. H 0.44
80. H 0.50
81. H 0.45
82. H 0.38
83. H 0.39
84. C -1.22
85. C 0.36
86. C 0.35
87. C 0.58
88. C -0.11
89. C -0.97
90. C -0.33
91. C -0.44
92. C -0.24
93. C 0.15
94. C -0.79
95. C -0.38
96. C -0.60
97. C -0.41
98. C -0.33
99. H 0.49